No. 1
Here is a molecular structure, C45H58BBeN8O14 at a distorted geometry from the Open Molecules 2025 dataset. Energies are from ωB97M-V/def2-TZVPD.

Element x y z (Å)
Be1 -1.94 -1.96 -4.61
O1 -0.50 2.17 -2.43
C1 -0.09 1.29 -1.73
O2 0.27 1.35 -0.47
B1 0.38 -0.02 0.08
O3 0.28 -0.91 -1.10
C2 -0.14 -0.20 -2.11
O4 -0.65 -0.61 -3.13
O5 -0.60 -0.20 1.15
C3 0.02 -0.73 2.22
O6 -0.49 -1.21 3.18
C4 1.54 -0.45 2.00
O7 1.69 -0.18 0.73
O8 2.38 -0.65 2.83
N1 -3.14 0.15 -4.54
C5 -2.40 1.27 -4.71
C6 -2.95 2.44 -5.19
C7 -4.32 2.52 -5.38
C8 -5.12 1.46 -4.96
C9 -4.46 0.29 -4.61
H1 -1.33 1.21 -4.62
H2 -2.32 3.32 -5.20
H3 -4.82 3.38 -5.81
H4 -6.19 1.52 -5.02
H5 -5.08 -0.51 -4.22
N2 -0.39 -0.66 -6.21
C10 -0.85 0.13 -7.19
C11 -0.06 1.06 -7.87
C12 1.25 1.24 -7.49
C13 1.74 0.45 -6.44
C14 0.86 -0.41 -5.81
H6 -1.84 -0.06 -7.57
H7 -0.47 1.52 -8.75
H8 1.93 1.87 -8.04
H9 2.79 0.41 -6.21
H10 1.27 -0.89 -4.93
N3 0.33 -3.03 -4.19
C15 1.22 -3.52 -5.05
C16 2.01 -4.64 -4.83
C17 1.85 -5.26 -3.59
C18 1.06 -4.68 -2.60
C19 0.32 -3.57 -2.97
H11 1.14 -3.22 -6.09
H12 2.63 -5.05 -5.61
H13 2.58 -6.01 -3.32
H14 0.99 -5.17 -1.65
H15 -0.26 -3.13 -2.17
C20 3.77 -3.84 1.64
C21 2.51 -3.67 0.78
O9 2.81 -2.62 -0.13
C22 4.05 -2.10 0.13
O10 4.60 -1.22 -0.43
O11 4.61 -2.86 1.09
H16 4.03 -4.90 1.57
H17 3.56 -3.57 2.67
H18 1.76 -3.32 1.50
H19 2.06 -4.56 0.34
C23 4.00 1.87 0.02
C24 4.88 3.01 -0.50
O12 4.81 3.93 0.59
C25 3.71 3.71 1.31
O13 3.32 4.38 2.21
O14 3.13 2.58 0.90
H20 4.66 1.16 0.53
H21 3.53 1.24 -0.73
H22 4.56 3.49 -1.43
H23 5.92 2.71 -0.62
C26 1.57 6.03 -2.41
C27 1.02 5.38 -1.16
C28 0.03 6.33 -0.46
C29 0.77 7.49 0.09
N4 1.31 8.40 0.52
H24 2.16 6.93 -2.25
H25 0.81 6.20 -3.18
H26 2.24 5.27 -2.83
H27 1.85 5.11 -0.50
H28 0.51 4.42 -1.30
H29 -0.60 5.89 0.30
H30 -0.50 6.90 -1.23
C30 -1.05 -3.98 0.85
C31 -2.57 -4.07 0.87
C32 -3.23 -2.80 0.35
C33 -2.98 -2.48 -1.06
N5 -2.89 -2.20 -2.17
H31 -0.67 -4.90 1.32
H32 -0.65 -3.15 1.43
H33 -0.59 -3.90 -0.14
H34 -2.92 -4.29 1.88
H35 -2.72 -4.95 0.24
H36 -2.84 -1.94 0.90
H37 -4.32 -2.83 0.46
C34 -3.68 1.89 2.55
C35 -2.83 2.36 1.37
C36 -3.67 2.42 0.06
C37 -4.39 1.18 -0.20
N6 -4.95 0.22 -0.48
H38 -3.14 1.84 3.49
H39 -4.23 0.96 2.38
H40 -4.46 2.65 2.65
H41 -1.98 1.69 1.27
H42 -2.50 3.39 1.53
H43 -3.01 2.70 -0.76
H44 -4.40 3.22 0.24
C38 -3.88 -1.42 5.12
C39 -2.94 -0.40 5.77
C40 -2.35 -0.95 7.06
C41 -1.70 -2.26 6.93
N7 -1.21 -3.29 6.84
H45 -4.42 -1.00 4.27
H46 -4.57 -1.69 5.92
H47 -3.35 -2.30 4.77
H48 -3.61 0.40 6.08
H49 -2.10 -0.12 5.14
H50 -3.05 -1.01 7.90
H51 -1.54 -0.31 7.44
C42 3.97 -0.14 8.08
C43 2.55 -0.62 7.77
C44 2.48 -1.18 6.34
C45 3.34 -2.37 6.22
N8 4.01 -3.29 6.14
H52 4.82 -0.80 7.99
H53 4.09 0.46 8.98
H54 4.19 0.64 7.32
H55 1.81 0.17 7.87
H56 2.30 -1.40 8.48
H57 2.77 -0.47 5.57
H58 1.49 -1.57 6.11

Results
Frontier orbital gap = 5.7 eV
M = 954.83 g/mol
Energy relative to the best compared isomer or geometry (same formula, charge and spin) = 0.00 kcal/mol
Charge = +1
LUMO = -0.2304 Eh

No. 2
Here is a molecular structure, C45H58F5FeN3O4S at a distorted geometry from the Open Molecules 2025 dataset. Energies are from ωB97M-V/def2-TZVPD.

Element x y z (Å)
Fe1 1.41 -0.22 -1.12
C1 4.45 1.84 -0.23
N1 3.70 0.83 0.52
C2 4.64 -0.16 1.06
C3 3.03 1.42 1.66
C4 1.85 2.29 1.29
N2 0.78 1.65 0.50
C5 -0.22 1.09 1.41
C6 0.21 -0.08 2.26
C7 -0.03 -0.03 3.62
C8 0.13 -1.14 4.44
C9 0.50 -2.32 3.82
C10 0.77 -2.43 2.45
C11 0.70 -1.27 1.66
O1 1.06 -1.28 0.39
C12 1.12 -3.80 1.84
C13 0.89 -4.95 2.83
C14 0.22 -4.07 0.63
C15 2.60 -3.82 1.44
C16 -0.13 -1.03 5.94
C17 -1.57 -0.56 6.19
C18 0.84 0.00 6.55
C19 0.08 -2.36 6.67
C20 0.19 2.71 -0.35
C21 -1.15 2.39 -0.96
C22 -2.08 3.42 -1.03
C23 -3.37 3.22 -1.49
C24 -3.72 1.90 -1.78
C25 -2.84 0.83 -1.71
C26 -1.47 1.09 -1.38
O2 -0.61 0.11 -1.36
C27 -3.35 -0.61 -1.86
C28 -2.75 -1.27 -3.11
C29 -2.97 -1.42 -0.61
C30 -4.87 -0.68 -2.00
C31 -4.41 4.33 -1.62
C32 -5.63 4.02 -0.73
C33 -4.87 4.43 -3.08
C34 -3.85 5.69 -1.21
H1 5.32 2.18 0.35
H2 3.83 2.70 -0.45
H3 4.78 1.40 -1.17
H4 5.27 0.30 1.84
H5 5.28 -0.53 0.28
H6 4.08 -0.98 1.50
H7 3.74 2.03 2.25
H8 2.69 0.60 2.30
H9 2.20 3.16 0.72
H10 1.42 2.68 2.22
H11 -1.06 0.75 0.82
H12 -0.59 1.89 2.07
H13 -0.39 0.91 4.03
H14 0.59 -3.21 4.42
H15 -0.14 -4.98 3.19
H16 1.56 -4.89 3.69
H17 1.10 -5.89 2.32
H18 -0.83 -4.06 0.92
H19 0.45 -5.06 0.22
H20 0.37 -3.33 -0.16
H21 3.23 -3.73 2.33
H22 2.83 -3.01 0.76
H23 2.84 -4.76 0.94
H24 -1.76 0.42 5.76
H25 -1.78 -0.51 7.26
H26 -2.28 -1.26 5.74
H27 0.73 0.98 6.07
H28 1.87 -0.32 6.42
H29 0.64 0.13 7.62
H30 -0.61 -3.12 6.30
H31 -0.11 -2.22 7.74
H32 1.10 -2.72 6.55
H33 0.93 2.93 -1.11
H34 0.06 3.62 0.26
H35 -1.77 4.40 -0.68
H36 -4.74 1.70 -2.06
H37 -1.67 -1.38 -3.01
H38 -2.96 -0.67 -4.00
H39 -3.18 -2.26 -3.25
H40 -1.89 -1.43 -0.46
H41 -3.31 -2.45 -0.71
H42 -3.44 -0.99 0.28
H43 -5.23 -0.19 -2.90
H44 -5.38 -0.24 -1.14
H45 -5.16 -1.74 -2.05
H46 -6.11 3.09 -1.03
H47 -6.37 4.83 -0.80
H48 -5.32 3.92 0.31
H49 -5.29 3.48 -3.43
H50 -4.03 4.67 -3.73
H51 -5.64 5.20 -3.20
H52 -3.56 5.70 -0.16
H53 -4.62 6.46 -1.35
H54 -2.99 5.97 -1.81
O3 1.55 1.30 -2.48
N3 0.76 1.25 -3.54
C35 0.34 2.43 -4.04
C36 -0.41 2.51 -5.18
C37 -0.75 1.32 -5.83
C38 -0.35 0.12 -5.29
C39 0.40 0.05 -4.10
S1 0.83 -1.41 -3.35
H55 0.66 3.29 -3.46
H56 -0.73 3.47 -5.54
H57 -1.34 1.33 -6.73
H58 -0.62 -0.82 -5.75
F1 6.04 -5.12 -3.74
C40 5.35 -4.03 -3.34
C41 4.16 -4.16 -2.65
F2 3.68 -5.38 -2.37
C42 3.46 -3.04 -2.24
F3 2.31 -3.23 -1.57
C43 3.89 -1.72 -2.49
O4 3.28 -0.65 -2.13
C44 5.11 -1.65 -3.20
F4 5.61 -0.43 -3.49
C45 5.81 -2.76 -3.61
F5 6.97 -2.61 -4.28

Results
<S²> = 8.76
Frontier orbital gap (alpha / beta) = 7.1 / 6.7 eV
Multiplicity = 6
M = 887.88 g/mol
Energy relative to the best compared isomer or geometry (same formula, charge and spin) = 14.06 kcal/mol
Charge = -1
LUMO (alpha / beta) = 0.0851 / 0.0746 Eh